{"formula": "C39H76BF9N5O8", "method": "ωB97M-V/def2-TZVPD", "elements": ["C", "O", "C", "C", "C", "C", "C", "C", "C", "C", "C", "C", "C", "C", "B", "C", "C", "C", "O", "O", "C", "C", "C", "C", "C", "N", "C", "C", "C", "F", "F", "C", "F", "F", "C", "F", "F", "C", "F", "F", "F", "O", "H", "H", "H", "H", "H", "H", "H", "H", "H", "H", "H", "H", "H", "H", "H", "H", "H", "H", "H", "H", "H", "H", "H", "H", "H", "H", "H", "H", "H", "H", "H", "H", "H", "H", "H", "H", "H", "H", "H", "H", "H", "H", "H", "H", "H", "H", "H", "H", "C", "O", "N", "C", "C", "H", "H", "H", "H", "H", "H", "H", "C", "O", "N", "C", "C", "H", "H", "H", "H", "H", "H", "H", "C", "O", "N", "C", "C", "H", "H", "H", "H", "H", "H", "H", "C", "O", "N", "C", "C", "H", "H", "H", "H", "H", "H", "H"], "xyz": [[1.9235, 1.2982, 3.0192], [3.0939, 0.3864, 3.0454], [3.8862, 0.5374, 1.7859], [4.7165, -0.8787, 1.5839], [4.8880, -1.1178, -0.0303], [5.6384, -2.5614, -0.4071], [4.7733, -3.8618, 0.1236], [3.6349, -4.2439, -1.0111], [2.1373, -4.3359, -0.3267], [1.5864, -2.8966, 0.2700], [0.3999, -3.2783, 1.3688], [0.0491, -2.0633, 2.4114], [-1.3910, -1.3495, 1.9484], [-2.5692, -1.4677, 3.0815], [-4.1066, -1.4324, 2.5002], [-5.1287, -0.2525, 3.1040], [-4.4127, 1.2194, 3.2398], [-5.4490, 2.4830, 3.3683], [-4.7125, 3.7642, 3.6235], [-4.9621, -2.6609, 2.6390], [-4.8077, -3.4677, 1.3822], [-3.5663, -4.4493, 1.7957], [-3.6640, -5.9822, 1.2200], [-3.1049, -6.9698, 2.4462], [-2.0808, -8.1440, 1.8993], [-0.6741, -7.8213, 2.4431], [-4.6434, -2.3293, 0.2217], [-6.2406, -1.8866, -0.0125], [-3.9036, -2.6743, -1.2022], [-4.8230, -3.6449, -1.9076], [-2.6126, -3.4428, -1.0384], [-3.5149, -1.3674, -2.1159], [-2.5224, -0.5256, -1.3481], [-4.6732, -0.4428, -2.3758], [-2.8531, -1.6924, -3.5727], [-2.7823, -3.1206, -3.9480], [-3.7127, -1.0343, -4.6272], [-1.3392, -1.0696, -3.8033], [-0.3067, -1.6856, -2.8915], [-1.2857, 0.4100, -3.8410], [-0.9347, -1.5265, -5.1862], [-4.1734, -1.1977, 1.0449], [2.2023, 2.4345, 3.1303], [1.2686, 1.1804, 2.0448], [1.2015, 1.0500, 3.9265], [4.6146, 1.4689, 1.9055], [3.1254, 0.7386, 0.9187], [4.0720, -1.7229, 2.1242], [5.7598, -0.8833, 2.1178], [3.8710, -1.1250, -0.6304], [5.5692, -0.2775, -0.5082], [5.7258, -2.6476, -1.5828], [6.7469, -2.6136, 0.0111], [4.2189, -3.6764, 1.1509], [5.5457, -4.7494, 0.2703], [3.6812, -3.5635, -1.9745], [3.9036, -5.3485, -1.3740], [1.3098, -4.7750, -1.0385], [2.2397, -5.0813, 0.5886], [2.4195, -2.2413, 0.7758], [1.0970, -2.2959, -0.6349], [-0.5097, -3.6755, 0.7422], [0.7967, -4.2135, 1.9889], [0.8495, -1.2078, 2.3636], [-0.0922, -2.5328, 3.4754], [-1.2155, -0.1870, 1.7404], [-1.6460, -1.8225, 0.9088], [-2.4448, -0.6559, 3.9435], [-2.4284, -2.5139, 3.6245], [-5.6264, -0.6258, 4.1206], [-6.0028, -0.1597, 2.3123], [-3.7590, 1.4147, 2.2624], [-3.7278, 1.2396, 4.2016], [-6.1210, 2.6359, 2.3956], [-6.1118, 2.3072, 4.3266], [-4.2803, 4.0830, 2.7735], [-5.6769, -4.2156, 1.1288], [-3.5309, -4.4630, 2.9890], [-2.5595, -3.8911, 1.4795], [-2.8384, -6.0750, 0.3647], [-4.7227, -6.2961, 0.8264], [-3.9867, -7.4775, 3.0344], [-2.4793, -6.3540, 3.2541], [-2.0897, -8.2711, 0.7343], [-2.4030, -9.1383, 2.4756], [-0.5640, -8.2394, 3.4077], [0.0610, -8.3216, 1.8712], [-6.8326, -1.8341, 1.0224], [-6.3415, -0.8023, -0.4732], [-6.8335, -2.6645, -0.6675], [3.7584, 2.3768, -1.7928], [3.9169, 1.5924, -0.8665], [3.9317, 3.7428, -1.7220], [3.7241, 4.6059, -2.8662], [4.3345, 4.3350, -0.4634], [3.4523, 2.0314, -2.7938], [4.6562, 5.1351, -3.0843], [2.9393, 5.3293, -2.6262], [3.4242, 4.0301, -3.7461], [5.2933, 3.9051, -0.1586], [3.5845, 4.0983, 0.2973], [4.4312, 5.4196, -0.5606], [0.6738, 4.6709, -5.0232], [1.6040, 5.0290, -5.7339], [-0.4685, 4.0354, -5.4616], [-1.5274, 3.6422, -4.5553], [-0.6156, 3.7514, -6.8740], [0.6839, 4.8384, -3.9337], [-1.6617, 2.5584, -4.6167], [-2.4528, 4.1437, -4.8532], [-1.2869, 3.9161, -3.5243], [0.2127, 3.1136, -7.1968], [-0.5747, 4.6915, -7.4321], [-1.5661, 3.2479, -7.0695], [-3.7966, 5.7964, 0.1714], [-3.3862, 4.9363, 0.9397], [-4.8845, 6.6137, 0.3940], [-5.3085, 7.6106, -0.5671], [-5.6282, 6.4718, 1.6285], [-3.3038, 5.9870, -0.7959], [-5.2700, 8.5965, -0.0948], [-6.3350, 7.3915, -0.8750], [-4.6616, 7.6096, -1.4487], [-4.9545, 6.6499, 2.4721], [-6.0146, 5.4504, 1.6956], [-6.4580, 7.1827, 1.6631], [8.5008, 3.8616, 0.3202], [7.4984, 4.4254, -0.0990], [8.9872, 2.6538, -0.1332], [10.1836, 2.0501, 0.4158], [8.2797, 1.9653, -1.1927], [9.1131, 4.2990, 1.1257], [10.9178, 1.9271, -0.3856], [9.9274, 1.0714, 0.8318], [10.6143, 2.6734, 1.2044], [8.2426, 2.6120, -2.0744], [7.2568, 1.7603, -0.8627], [8.7805, 1.0268, -1.4449]], "atomic_forces_ev_per_a": [[-0.9, 0.2, 0.5], [-0.9, 1.7, -1.6], [0.0, -0.4, 0.7], [-0.8, 0.4, -0.4], [1.0, -1.0, -0.6], [-0.3, 0.1, 0.4], [0.2, 0.3, -0.7], [-0.2, -1.5, 0.2], [0.4, 0.5, 0.5], [-0.9, -0.8, -0.2], [1.2, -0.3, 0.0], [-1.3, 0.2, -1.0], [0.7, 0.7, 0.4], [1.3, -0.9, 0.9], [-1.6, 0.5, 0.2], [-0.7, 1.4, 0.6], [-0.4, 0.3, -0.2], [0.4, -0.3, 0.1], [-0.4, -0.8, -1.5], [-0.3, -1.9, -2.7], [1.3, -1.2, 1.9], [0.4, 0.6, -0.2], [2.1, 0.3, 0.8], [0.2, -0.3, -0.3], [-0.5, -0.5, 1.9], [0.2, -1.5, -0.6], [-2.4, 1.7, 3.1], [-0.9, 0.0, -0.6], [0.0, -2.1, 1.0], [2.8, 3.0, 1.4], [-3.5, 2.4, -0.7], [-0.2, 2.6, 0.8], [-3.0, -2.9, -2.6], [3.6, -3.2, 1.0], [-0.7, -0.3, -2.7], [-0.3, 4.6, 1.5], [2.8, -2.1, 3.1], [2.6, -0.4, -1.8], [-3.9, 2.7, -3.1], [-0.1, -5.3, 0.5], [-1.2, 1.7, 4.5], [0.9, -1.4, -4.2], [-0.2, -2.1, -0.3], [1.5, 0.1, 1.7], [1.8, 0.3, -1.8], [-1.5, -1.9, -0.4], [1.7, -0.6, 1.6], [1.3, 1.8, -1.4], [-1.9, 0.2, -1.1], [2.0, 0.2, 1.5], [-1.6, -1.5, 1.1], [-0.2, 0.2, 2.3], [-2.3, 0.3, -0.7], [1.3, -0.2, -2.1], [-1.8, 1.7, -0.3], [-0.2, -1.1, 2.1], [-0.6, 2.3, 0.6], [1.8, 0.8, 1.2], [-0.2, 1.5, -1.9], [-1.6, -1.4, -1.0], [1.1, -1.1, 2.0], [1.5, 0.9, 1.4], [-0.8, 1.9, -1.3], [-1.1, -2.0, 0.4], [0.5, 1.2, -1.9], [-0.3, -2.4, 0.4], [0.0, 0.9, 2.1], [0.1, -1.6, -1.9], [-0.1, 2.0, -0.9], [1.0, 1.1, -1.8], [1.6, -0.1, 1.6], [-1.2, -0.5, 2.1], [-1.3, 0.1, -2.0], [1.3, -0.6, 2.1], [1.1, 0.5, -2.0], [-0.7, -0.9, 1.3], [1.1, 1.9, 0.7], [-0.4, 0.0, -2.8], [-2.0, -1.6, 0.6], [-2.1, 0.1, 1.5], [2.0, 0.7, 0.8], [1.5, 1.0, -1.2], [-1.4, -1.2, -2.0], [0.1, 0.3, 2.4], [0.4, 1.8, -1.8], [-0.4, 0.7, -1.5], [-1.2, 0.7, 0.8], [1.9, -0.3, -2.1], [0.5, -2.3, 0.8], [1.2, 1.5, 1.0], [0.2, 0.9, 0.3], [0.0, 0.9, -0.8], [-0.3, -1.5, -0.4], [0.1, -0.1, 0.2], [0.1, -0.4, 0.3], [0.0, 0.1, 0.0], [-0.2, 0.1, -0.1], [0.1, 0.1, -0.2], [0.0, 0.1, 0.2], [-0.2, 0.3, 0.1], [0.1, 0.1, 0.0], [0.0, -0.2, -0.1], [-0.5, -0.4, -0.7], [-0.7, -0.3, 0.3], [1.2, 0.7, 0.7], [0.0, -0.1, -0.2], [0.3, 0.1, -0.1], [-0.1, -0.1, 0.0], [-0.2, 0.2, 0.2], [-0.1, -0.1, 0.2], [0.0, 0.0, -0.2], [-0.2, 0.1, -0.2], [0.0, -0.2, -0.1], [0.2, 0.1, 0.2], [-0.6, 0.1, 0.6], [-0.5, 0.7, -0.4], [1.2, -0.6, -0.6], [0.0, -0.2, 0.2], [0.2, -0.3, 0.2], [-0.1, 0.1, 0.0], [-0.1, 0.1, -0.2], [0.1, 0.2, -0.1], [-0.1, -0.1, 0.2], [-0.2, -0.1, 0.1], [0.0, 0.2, 0.2], [0.2, -0.1, -0.1], [-0.1, -0.7, -0.5], [0.8, -0.6, 0.1], [-0.3, 1.3, 0.7], [-0.2, 0.0, -0.1], [-0.3, 0.2, -0.1], [0.1, -0.1, 0.0], [0.1, -0.1, 0.2], [0.2, 0.0, 0.0], [-0.1, 0.0, -0.1], [-0.1, -0.2, 0.0], [0.0, -0.1, -0.2], [0.0, 0.2, 0.1]], "homo_lumo_gap_ha": 0.237, "total_charge": -1, "energy_ha": -3330.51901, "max_force_ev_per_a": 5.65}